# C34H85N17O17

17 unconnected molecules or ions with the total composition C34H85N17O17 in a non-equilibrium geometry (ωB97M-V/def2-TZVPD, OMol25).

Last column: Mulliken charge in e.
CARTESIAN COORDINATES (ANGSTROEM)
O  -14.029  6.268  16.775  -0.649
C  -14.145  5.088  16.986  0.470
N  -13.582  4.469  18.056  -0.196
C  -14.797  4.153  15.968  -0.651
H  -12.837  5.013  18.475  0.263
H  -13.451  3.469  18.107  0.063
H  -15.551  4.702  15.436  0.102
H  -15.155  3.214  16.423  0.213
H  -13.964  3.922  15.291  0.387
O  -19.199  0.433  13.830  -0.696
C  -18.717  -0.621  14.276  0.694
N  -17.640  -1.226  13.719  -0.470
C  -19.355  -1.428  15.418  -0.521
H  -17.176  -0.520  13.146  0.271
H  -16.969  -1.772  14.268  0.266
H  -18.868  -2.386  15.622  0.368
H  -20.394  -1.555  15.089  0.297
H  -19.396  -0.779  16.290  -0.174
O  -9.583  0.606  19.555  -0.582
C  -10.562  0.599  18.876  0.341
N  -10.590  0.036  17.603  -0.386
C  -11.921  1.139  19.299  -0.308
H  -9.667  -0.258  17.320  0.239
H  -11.217  0.279  16.859  0.216
H  -12.608  1.138  18.452  -0.014
H  -11.843  2.159  19.670  0.341
H  -12.216  0.629  20.211  0.158
O  -22.642  0.408  22.185  -0.724
C  -21.931  0.030  23.103  0.623
N  -21.687  -1.243  23.344  -0.221
C  -21.296  1.021  24.109  -0.406
H  -22.086  -1.996  22.783  0.193
H  -21.191  -1.491  24.184  0.176
H  -20.840  0.545  24.995  0.332
H  -22.074  1.753  24.401  0.317
H  -20.538  1.585  23.549  -0.294
O  -23.108  -2.904  21.326  -0.698
C  -22.633  -2.530  20.269  0.548
N  -23.410  -2.231  19.135  -0.377
C  -21.131  -2.252  20.037  -0.646
H  -24.333  -2.642  19.185  0.245
H  -23.005  -2.248  18.208  0.200
H  -20.856  -1.278  19.663  0.092
H  -20.754  -3.014  19.332  0.481
H  -20.670  -2.346  21.016  0.137
O  -24.620  5.585  22.167  -0.669
C  -23.788  5.137  21.408  0.173
N  -23.517  5.643  20.133  -0.357
C  -22.991  3.911  21.670  0.218
H  -24.264  6.317  19.977  0.249
H  -23.051  5.200  19.353  0.303
H  -22.809  3.959  22.749  0.201
H  -22.006  3.846  21.210  -0.457
H  -23.601  3.031  21.444  0.400
O  -17.497  8.999  16.940  -0.644
C  -17.031  8.937  15.803  0.817
N  -16.882  7.785  15.131  -0.141
C  -16.651  10.242  15.160  -1.103
H  -17.341  7.003  15.555  0.166
H  -16.428  7.637  14.242  0.182
H  -17.449  10.682  14.559  0.259
H  -15.751  10.155  14.530  0.347
H  -16.474  10.905  16.001  0.318
O  -17.613  4.859  20.708  -0.779
C  -18.063  5.779  19.990  0.491
N  -19.151  6.450  20.293  -0.219
C  -17.271  6.186  18.708  -0.220
H  -19.458  7.214  19.693  0.266
H  -19.736  6.113  21.057  0.103
H  -16.223  6.334  18.985  0.292
H  -17.692  7.055  18.184  0.243
H  -17.359  5.259  18.112  -0.231
O  -22.284  3.071  18.525  -0.356
C  -22.557  1.880  18.451  0.822
N  -22.627  1.070  19.512  0.219
C  -23.013  1.250  17.180  -1.498
H  -23.052  0.152  19.486  0.038
H  -22.255  1.294  20.427  -0.098
H  -22.974  1.958  16.362  0.312
H  -24.026  0.883  17.280  0.392
H  -22.414  0.361  16.937  0.194
O  -23.862  5.960  14.324  -0.611
C  -24.079  5.198  15.213  0.587
N  -23.277  5.138  16.343  -0.231
C  -25.330  4.347  15.263  -0.911
H  -22.344  5.509  16.169  0.204
H  -23.253  4.369  17.008  0.150
H  -25.482  3.802  14.349  0.302
H  -26.155  5.053  15.419  0.281
H  -25.341  3.597  16.070  0.251
O  -15.427  -0.525  16.629  -0.658
C  -15.499  -0.897  17.788  0.458
N  -14.406  -1.222  18.564  -0.305
C  -16.834  -1.095  18.513  -0.220
H  -13.558  -1.195  18.029  0.247
H  -14.383  -1.419  19.551  0.194
H  -17.204  -2.085  18.260  0.502
H  -17.607  -0.520  18.026  -0.361
H  -16.777  -0.935  19.601  0.117
O  -18.264  1.269  24.378  -0.511
C  -17.531  0.287  24.325  0.832
N  -17.822  -0.835  23.574  -0.333
C  -16.185  0.153  24.966  -1.412
H  -18.606  -0.631  22.981  0.143
H  -17.131  -1.517  23.281  0.240
H  -15.947  1.055  25.532  0.256
H  -15.339  0.019  24.294  0.332
H  -16.358  -0.650  25.699  0.447
O  -19.214  0.411  19.922  -0.582
C  -19.097  1.638  19.829  0.042
N  -19.366  2.483  20.796  1.451
C  -18.625  2.295  18.562  -0.290
H  -19.448  2.005  21.678  -0.420
H  -19.161  3.482  20.819  -0.663
H  -19.167  3.236  18.575  0.208
H  -18.884  1.721  17.661  -0.287
H  -17.543  2.399  18.563  0.451
O  -15.440  2.657  12.527  -0.615
C  -16.299  2.715  11.674  0.747
N  -17.601  2.381  11.915  -0.202
C  -15.942  3.110  10.236  -1.116
H  -17.809  1.955  12.806  0.116
H  -18.266  2.358  11.143  0.197
H  -16.071  4.189  10.112  0.273
H  -16.506  2.558  9.482  0.382
H  -14.910  2.817  10.076  0.302
O  -20.439  5.497  22.926  -0.597
C  -19.609  5.390  23.813  0.620
N  -18.327  5.113  23.553  -0.020
C  -20.050  5.344  25.254  -1.157
H  -17.616  5.280  24.256  0.283
H  -18.061  5.255  22.575  -0.084
H  -20.476  6.331  25.473  0.369
H  -19.156  5.294  25.888  0.356
H  -20.779  4.552  25.409  0.195
O  -14.221  1.433  22.137  -0.680
C  -15.090  2.283  22.123  0.732
N  -16.172  2.226  21.315  0.671
C  -15.082  3.514  23.037  -1.016
H  -16.196  1.393  20.760  -0.325
H  -16.862  2.969  21.250  -0.094
H  -15.981  3.611  23.665  0.062
H  -15.011  4.395  22.388  0.321
H  -14.231  3.442  23.727  0.385
O  -18.032  5.048  15.346  -0.710
C  -18.615  3.970  15.205  0.342
N  -17.987  2.786  15.097  0.581
C  -20.118  3.832  15.228  -0.707
H  -18.432  1.881  14.996  -0.386
H  -16.991  2.873  14.952  0.006
H  -20.407  4.019  16.269  -0.198
H  -20.482  2.880  14.869  0.259
H  -20.477  4.586  14.530  0.560

As for the total charge: 0. The HOMO energy is -9.2 eV. The calculation puts the largest force on an atom at 0.05508 Eh/bohr. Its frontier orbital gap is 9.1 eV.